(1)
{
  "formula": "C3H15NO3",
  "method": "ωB97M-V/def2-TZVPD",
  "total_charge": -1,
  "spin_multiplicity": 2,
  "s_squared": 0.750,
  "total_energy_ha": -403.7107,
  "elements": ["C", "N", "C", "C", "H", "H", "H", "H", "H", "H", "H", "H", "H", "H", "H", "O", "H", "H", "O", "H", "H", "O"],
  "positions_angstrom": [[-1.60, 0.72, -1.07], [-0.91, -0.36, -0.35], [-1.85, -1.33, 0.23], [0.06, -1.01, -1.24], [-2.53, 0.96, -0.57], [-1.74, 0.50, -2.14], [-1.02, 1.66, -1.00], [-1.55, -2.34, -0.10], [-1.80, -1.28, 1.31], [-2.89, -1.27, -0.08], [0.89, -1.38, -0.68], [0.43, -0.32, -1.99], [-0.32, -1.91, -1.73], [1.95, 2.39, 0.34], [1.73, 1.26, -0.73], [2.33, 1.94, -0.42], [-0.01, 1.16, 2.40], [0.06, 0.54, 0.91], [0.56, 0.97, 1.65], [2.11, -0.10, 2.16], [3.24, -0.12, 1.20], [2.86, -0.67, 1.90]],
  "nbo_charge": [-0.64, -0.50, -0.59, -0.45, 0.20, 0.16, 0.19, 0.18, 0.19, 0.19, 0.20, 0.19, 0.17, 0.49, 0.46, -1.00, 0.38, 0.48, -1.27, 0.50, 0.46, -1.00]
}

(2)
{
  "formula": "C3H15NO3",
  "method": "ωB97M-V/def2-TZVPD",
  "spin_multiplicity": 1,
  "smiles": "CCCN.O.O.O",
  "total_energy_ha": -403.6971,
  "elements": ["C", "C", "C", "N", "H", "H", "H", "H", "H", "H", "H", "H", "H", "O", "H", "H", "O", "H", "H", "O", "H", "H"],
  "positions_angstrom": [[2.89, -1.06, -1.19], [2.44, 0.42, -1.25], [0.99, 0.52, -0.60], [-0.29, -0.21, -1.06], [2.01, -1.40, -1.83], [3.82, -1.29, -1.69], [2.92, -1.62, -0.27], [2.30, 0.87, -2.32], [3.10, 1.11, -0.70], [1.24, 0.03, 0.43], [0.59, 1.65, -0.70], [-0.65, 0.13, -1.90], [0.10, -1.08, -1.28], [-1.09, -2.65, 3.30], [-0.25, -2.24, 3.35], [-1.76, -1.97, 3.38], [-2.54, -0.85, 0.89], [-2.06, -1.01, 0.12], [-1.83, -0.38, 1.39], [-3.58, 3.79, 0.57], [-4.06, 3.71, 1.40], [-4.28, 3.53, -0.05]],
  "nbo_charge": [-0.63, -0.42, -0.23, -0.84, 0.19, 0.22, 0.22, 0.20, 0.21, 0.18, 0.20, 0.35, 0.34, -0.94, 0.46, 0.47, -0.94, 0.48, 0.46, -0.93, 0.46, 0.47]
}

(3)
{
  "formula": "C3H15NO4",
  "method": "ωB97M-V/def2-TZVPD",
  "total_charge": -1,
  "spin_multiplicity": 2,
  "s_squared": 0.798,
  "total_energy_ha": -478.9063,
  "elements": ["N", "C", "C", "C", "H", "H", "H", "H", "H", "H", "H", "H", "H", "O", "H", "H", "O", "H", "H", "O", "H", "H", "O"],
  "positions_angstrom": [[-0.12, 1.65, 0.31], [1.39, 0.45, -1.99], [1.80, -1.61, -0.53], [1.04, -0.85, -1.48], [-0.97, 1.02, 0.54], [0.61, 1.41, -0.47], [2.32, 1.02, -1.72], [0.76, 1.00, -2.76], [1.74, -2.68, -0.53], [2.73, -1.18, -0.03], [-0.01, -1.38, -1.74], [-1.65, -0.86, 1.08], [-1.12, -2.16, 1.84], [-0.86, -1.43, 1.31], [1.64, -0.11, 1.29], [0.92, 0.90, 1.98], [1.86, 0.59, 2.00], [-2.23, 0.04, -0.11], [-1.46, 0.62, -1.26], [-2.17, -0.09, -1.10], [-2.92, 0.88, 2.06], [-0.57, 2.56, 0.03], [-2.71, 0.21, 1.29]],
  "nbo_charge": [-1.18, -0.44, -0.33, -0.27, 0.43, 0.38, 0.20, 0.20, 0.19, 0.18, 0.27, 0.51, 0.45, -1.03, 0.47, 0.50, -0.99, 0.48, 0.44, -1.00, 0.45, 0.35, -1.26]
}